ORCA calculation (wB97M-V/def2-TZVPD) on 11 unconnected molecules or ions with the total composition C11H14BrCl30N2O3P.

SMILES string	NP(O)OC(=O)NBr.ClC(Cl)Cl.ClC(Cl)Cl.ClC(Cl)Cl.ClC(Cl)Cl.ClC(Cl)Cl.ClC(Cl)Cl.ClC(Cl)Cl.ClC(Cl)Cl.ClC(Cl)Cl.ClC(Cl)Cl
max |F|	1.60	eV Å⁻¹
LUMO energy	-0.14	eV

Last column: Löwdin charge in e.
CARTESIAN COORDINATES (ANGSTROEM)
N1 1.051 -0.857 -2.402  -0.147
P1 0.556 -0.488 -3.996  0.785
O1 0.349 -1.973 -4.623  -0.289
O2 -1.034 -0.021 -3.765  -0.263
C1 -2.076 -0.862 -4.116  -0.720
O3 -2.471 -0.952 -5.230  0.115
N2 -2.663 -1.496 -2.998  -0.339
Br1 -2.176 -3.285 -2.808  0.703
H1 1.469 -1.786 -2.355  0.036
H2 1.806 -0.211 -2.179  0.018
H3 1.220 -2.382 -4.747  0.070
H4 -2.372 -0.991 -2.167  0.063
Cl1 -0.037 2.796 -1.002  0.474
C2 -1.196 3.127 -2.300  -1.529
Cl2 -2.661 3.844 -1.636  0.522
Cl3 -0.465 4.171 -3.514  0.517
H5 -1.453 2.189 -2.773  -0.018
Cl4 -3.771 -4.666 0.568  0.521
C3 -2.316 -5.635 0.359  -1.547
Cl5 -2.374 -6.494 -1.184  0.509
Cl6 -0.847 -4.647 0.450  0.461
H6 -2.270 -6.369 1.153  0.010
Cl7 4.828 6.669 -2.399  0.503
C4 3.452 6.158 -3.379  -1.539
Cl8 3.990 5.567 -4.954  0.519
Cl9 2.504 4.931 -2.546  0.500
H7 2.819 7.019 -3.544  0.013
Cl10 -4.600 5.611 0.904  0.518
C5 -3.208 5.832 1.967  -1.564
Cl11 -1.733 6.055 1.035  0.513
Cl12 -3.473 7.184 3.069  0.530
H8 -3.097 4.935 2.561  -0.018
Cl13 8.741 3.225 -1.252  0.520
C6 8.570 4.359 -2.593  -1.556
Cl14 9.797 4.061 -3.825  0.524
Cl15 6.951 4.283 -3.281  0.500
H9 8.723 5.357 -2.206  0.011
Cl16 -0.956 -3.703 6.112  0.546
C7 -2.231 -4.100 4.953  -1.528
Cl17 -1.599 -4.098 3.307  0.507
Cl18 -2.964 -5.656 5.338  0.538
H10 -2.997 -3.340 5.026  0.015
Cl19 1.225 1.370 4.546  0.550
C8 0.300 1.697 3.081  -1.553
Cl20 -0.992 2.855 3.398  0.546
Cl21 1.359 2.270 1.793  0.513
H11 -0.149 0.769 2.756  -0.024
Cl22 3.137 -2.321 3.476  0.541
C9 2.814 -1.202 2.157  -1.563
Cl23 3.983 -1.406 0.852  0.530
Cl24 1.168 -1.401 1.550  0.522
H12 2.908 -0.193 2.538  -0.032
Cl25 -3.957 -3.722 -5.731  0.540
C10 -4.544 -5.377 -5.687  -1.550
Cl26 -4.862 -5.891 -4.026  0.500
Cl27 -5.987 -5.572 -6.686  0.523
H13 -3.774 -6.021 -6.089  0.010
Cl28 0.659 -2.171 10.172  0.523
C11 -1.033 -2.346 9.706  -1.573
Cl29 -1.788 -3.688 10.562  0.525
Cl30 -1.920 -0.846 9.974  0.524
H14 -1.065 -2.567 8.648  -0.055

ORCA calculation (wB97M-V/def2-TZVPD) on a molecular structure, C22H25F5NO2ScTe.

max |F|	2.11	eV Å⁻¹
LUMO energy	-1.61	eV

Last column: Löwdin charge in e.
CARTESIAN COORDINATES (ANGSTROEM)
C1 2.361 0.117 0.819  -0.175
C2 2.294 -0.628 -0.401  -0.155
C3 1.855 0.251 -1.435  -0.152
H1 2.590 -1.667 -0.533  0.117
C4 1.637 1.544 -0.855  -0.153
C5 1.987 1.465 0.528  -0.171
H2 1.355 2.449 -1.394  0.093
C6 -1.452 -1.681 1.261  -0.165
C7 -0.273 -2.318 0.767  -0.165
C8 -0.315 -2.275 -0.658  -0.103
H3 0.482 -2.817 1.364  0.115
C9 -1.489 -1.555 -1.052  -0.256
C10 -2.177 -1.167 0.150  -0.099
H4 1.813 0.023 -2.502  0.102
H5 2.015 2.303 1.219  0.110
H6 2.736 -0.249 1.770  0.107
H7 -3.132 -0.637 0.182  0.121
H8 0.385 -2.753 -1.347  0.120
H9 -1.793 -1.662 2.291  0.099
Sc1 0.007 0.026 0.305  1.004
C11 -2.006 -1.333 -2.461  -0.486
C12 -3.521 -1.588 -2.476  -0.029
C13 -1.310 -2.263 -3.466  -0.027
H10 -3.715 -2.617 -2.140  0.101
H11 -3.904 -1.456 -3.492  0.076
H12 -4.044 -0.891 -1.810  0.084
H13 -1.480 -3.312 -3.187  0.099
H14 -0.228 -2.071 -3.510  0.084
H15 -1.737 -2.088 -4.462  0.089
C14 -1.669 0.142 -2.821  -0.055
C15 -2.193 0.648 -4.165  -0.455
H16 -0.571 0.254 -2.814  0.096
H17 -2.071 0.826 -2.048  0.142
O1 -3.107 0.127 -4.803  0.043
N1 -1.574 1.767 -4.652  0.056
C16 -0.416 2.469 -4.107  -0.137
H18 -2.008 2.154 -5.482  0.153
C17 0.907 1.886 -4.559  -0.228
C18 2.091 2.529 -4.185  -0.066
H19 2.027 3.447 -3.598  0.116
C19 3.328 2.004 -4.560  -0.076
H20 4.243 2.502 -4.240  0.107
C20 3.386 0.847 -5.348  -0.088
H21 4.351 0.446 -5.657  0.103
C21 2.205 0.214 -5.744  -0.076
H22 2.229 -0.685 -6.362  0.106
C22 0.966 0.738 -5.356  -0.041
H23 0.039 0.265 -5.690  0.114
H24 -0.468 2.472 -3.004  0.112
H25 -0.483 3.519 -4.427  0.135
F1 -0.522 2.381 4.340  -0.354
Te1 0.045 0.659 3.794  1.919
F2 1.809 1.319 3.535  -0.354
F3 0.729 -1.062 3.290  -0.366
F4 0.539 0.226 5.575  -0.346
F5 -1.648 -0.146 4.115  -0.359
O2 -0.407 0.986 2.011  -0.588

ORCA calculation (wB97M-V/def2-TZVPD) on 4 unconnected molecules or ions with the total composition C14H31B3Br6ClO8PS.

SMILES string	CCOCCB1OB(CCCCS(=O)(=O)O)OB(P(O)Cl)O1.BrCCBr.BrCCBr.BrCCBr
max |F|	0.96	eV Å⁻¹
LUMO energy	-0.27	eV

Last column: Löwdin charge in e.
CARTESIAN COORDINATES (ANGSTROEM)
C1 -4.527 3.322 -5.246  -0.061
C2 -3.172 3.625 -4.620  -0.273
O1 -2.211 2.729 -5.152  -0.149
C3 -0.920 2.895 -4.612  -0.213
C4 -0.746 2.160 -3.261  -0.018
B1 -0.472 0.633 -3.441  -0.505
O2 -1.470 -0.326 -3.386  0.310
B2 -1.214 -1.380 -2.518  -0.507
C5 -2.286 -1.830 -1.479  -0.043
C6 -1.763 -1.461 -0.067  -0.171
C7 -0.946 -2.605 0.549  -0.224
C8 0.239 -2.165 1.411  -0.223
S1 1.227 -3.593 1.770  0.565
O3 0.428 -4.507 2.534  -0.272
O4 1.904 -4.035 0.586  -0.306
O5 2.376 -2.996 2.700  -0.176
O6 0.103 -1.872 -2.493  0.232
B3 1.118 -1.015 -2.843  -0.670
P1 3.010 -1.062 -2.267  0.614
O7 2.690 -0.695 -0.656  -0.403
Cl1 3.296 -3.079 -2.073  0.275
O8 0.831 0.133 -3.565  0.225
H1 -5.030 4.233 -5.570  0.071
H2 -4.381 2.686 -6.121  0.080
H3 -5.186 2.794 -4.555  0.071
H4 -2.854 4.656 -4.830  0.117
H5 -3.215 3.526 -3.527  0.111
H6 -0.234 2.501 -5.367  0.130
H7 -0.692 3.963 -4.488  0.122
H8 0.042 2.654 -2.687  0.118
H9 -1.680 2.269 -2.698  0.110
H10 -3.206 -1.287 -1.710  0.116
H11 -2.515 -2.900 -1.489  0.092
H12 -2.617 -1.252 0.582  0.118
H13 -1.176 -0.533 -0.108  0.116
H14 -0.552 -3.243 -0.246  0.075
H15 -1.618 -3.210 1.161  0.113
H16 0.879 -1.457 0.880  0.091
H17 -0.073 -1.749 2.374  0.096
H18 1.974 -2.458 3.404  -0.022
H19 2.251 0.163 -0.599  0.045
Br1 1.954 2.217 5.951  0.630
C9 3.000 0.626 6.332  -0.689
C10 2.800 -0.433 5.280  -0.671
Br2 1.054 -1.290 5.439  0.699
H20 2.702 0.282 7.317  0.052
H21 4.042 0.937 6.352  0.062
H22 3.534 -1.228 5.390  0.069
H23 2.852 -0.017 4.277  0.056
Br3 0.726 8.430 5.388  0.610
C11 1.794 6.833 5.667  -0.705
C12 1.579 5.807 4.586  -0.705
Br4 -0.139 4.914 4.757  0.585
H24 1.528 6.449 6.647  0.051
H25 2.831 7.160 5.670  0.059
H26 2.331 5.024 4.659  0.026
H27 1.601 6.249 3.595  0.050
Br5 -0.574 -5.700 -3.903  0.621
C13 0.172 -5.293 -2.151  -0.702
C14 -0.328 -6.242 -1.094  -0.663
Br6 -2.200 -5.951 -0.644  0.634
H28 -0.091 -4.260 -1.954  0.010
H29 1.252 -5.368 -2.245  0.046
H30 0.235 -6.104 -0.174  0.047
H31 -0.269 -7.276 -1.421  0.049

ORCA calculation (wB97M-V/def2-TZVPD) on a gas-phase ion, C6H12NO (charge +1).

SMILES string	C=COC(=C)[NH+](C)C
max |F|	5.74	eV Å⁻¹
total charge	+1
ΔE to the lowest compared entry with this formula, charge and spin	71.4	kcal per mole
LUMO energy	-3.27	eV

Last column: Löwdin charge in e.
CARTESIAN COORDINATES (ANGSTROEM)
C1 -1.955 0.922 -2.273  0.070
C2 -2.012 0.817 -0.936  -0.257
O1 -0.879 0.888 -0.136  -0.073
C3 -0.343 -0.486 0.289  -0.241
C4 -1.087 -1.542 0.042  0.127
N1 1.039 -0.402 0.749  -0.120
C5 2.083 -0.184 -0.227  0.021
C6 1.123 0.634 1.897  0.065
H1 -2.936 1.029 -2.809  0.094
H2 -1.007 1.054 -2.776  0.072
H3 -2.993 0.901 -0.354  0.148
H4 -2.177 -1.616 0.055  0.106
H5 -0.582 -2.537 0.233  0.112
H6 1.213 -1.378 1.039  0.193
H7 2.887 -0.754 0.136  0.100
H8 1.647 -0.735 -1.066  0.128
H9 2.448 0.789 -0.469  0.118
H10 0.811 1.599 1.593  0.092
H11 0.532 0.261 2.706  0.100
H12 2.190 0.739 2.308  0.144

ORCA calculation (wB97M-V/def2-TZVPD) on 15 unconnected molecules or ions with the total composition C48H123N3O15.

max |F|	3.41	eV Å⁻¹
ΔE to the lowest compared entry with this formula, charge and spin	98.0	kcal per mole
LUMO energy	0.58	eV

Last column: Löwdin charge in e.
CARTESIAN COORDINATES (ANGSTROEM)
C1 3.428 4.538 -3.218  -0.005
C2 2.030 3.876 -2.974  -0.479
C3 2.277 2.459 -2.417  -0.132
C4 1.098 1.903 -1.670  -0.157
C5 0.606 2.860 -0.575  -0.119
C6 0.192 4.221 -1.116  -0.490
N1 1.377 4.657 -1.876  -0.114
O1 1.301 6.029 -2.238  -0.033
C7 -1.101 4.213 -1.979  -0.002
C8 -0.025 5.254 0.014  -0.014
C9 1.183 3.780 -4.225  -0.016
H1 3.248 5.577 -3.416  0.069
H2 3.936 4.008 -4.017  0.087
H3 4.007 4.421 -2.314  0.049
H4 2.663 1.860 -3.269  0.122
H5 3.121 2.484 -1.718  0.099
H6 1.370 0.971 -1.153  0.077
H7 0.186 1.730 -2.304  0.115
H8 1.498 3.072 0.021  0.102
H9 -0.123 2.383 0.050  0.091
H10 -1.176 3.573 -2.802  0.053
H11 -1.860 4.005 -1.213  0.075
H12 -1.429 5.217 -2.207  0.078
H13 -0.582 6.029 -0.476  0.062
H14 -0.791 4.844 0.669  0.060
H15 0.863 5.689 0.531  0.107
H16 0.609 4.691 -4.352  0.079
H17 0.386 3.022 -4.027  0.078
H18 1.694 3.453 -5.103  0.079
H19 0.369 5.999 -2.563  0.086
C10 -4.372 3.507 3.161  -0.018
C11 -3.403 2.463 2.406  -0.467
C12 -1.991 2.476 2.934  -0.109
C13 -1.988 1.597 4.254  -0.111
C14 -2.701 0.170 4.047  -0.084
C15 -4.126 0.250 3.467  -0.590
N2 -3.954 1.080 2.355  -0.057
O2 -5.187 1.081 1.532  -0.039
C16 -4.517 -1.146 2.954  -0.027
C17 -5.153 0.645 4.500  -0.022
C18 -3.317 2.970 0.935  -0.039
H20 -5.463 3.447 3.046  0.075
H21 -4.158 4.568 2.905  0.087
H22 -4.190 3.508 4.238  0.062
H23 -1.270 2.010 2.290  0.095
H24 -1.768 3.546 3.125  0.132
H25 -2.392 2.056 5.121  0.082
H26 -0.981 1.463 4.507  0.069
H27 -2.728 -0.264 5.059  0.120
H28 -2.093 -0.497 3.494  0.088
H29 -5.545 -1.035 2.682  0.067
H30 -3.831 -1.400 2.096  0.088
H31 -4.512 -1.981 3.690  0.095
H32 -4.676 1.462 5.040  0.070
H33 -6.077 0.926 3.964  0.090
H34 -5.453 -0.089 5.248  0.091
H35 -2.728 3.871 0.945  0.058
H36 -4.305 3.122 0.476  0.092
H37 -2.720 2.211 0.433  0.072
H38 -5.737 1.681 2.065  0.073
C19 -4.196 -1.250 -1.044  0.016
C20 -3.840 -0.576 -2.483  -0.470
C21 -4.102 -1.573 -3.640  -0.139
C22 -5.588 -1.760 -3.868  -0.163
C23 -6.305 -0.404 -4.201  -0.114
C24 -6.038 0.657 -3.103  -0.553
N3 -4.640 0.625 -2.729  -0.094
O3 -4.424 1.640 -1.744  -0.049
C25 -6.244 1.964 -3.874  -0.052
C26 -7.011 0.582 -1.945  -0.028
C27 -2.382 -0.139 -2.469  -0.036
H39 -3.962 -0.611 -0.219  0.050
H40 -3.558 -2.134 -1.023  0.061
H41 -5.250 -1.455 -1.030  0.052
H42 -3.738 -1.114 -4.551  0.116
H43 -3.531 -2.466 -3.462  0.109
H44 -5.988 -2.239 -2.931  0.110
H45 -5.740 -2.457 -4.713  0.111
H46 -7.423 -0.452 -4.225  0.128
H47 -6.033 0.009 -5.172  0.106
H48 -5.603 2.002 -4.727  0.069
H49 -7.303 1.882 -4.273  0.097
H50 -6.282 2.934 -3.332  0.092
H51 -8.050 0.919 -2.161  0.098
H52 -7.032 -0.422 -1.533  0.070
H53 -6.669 1.289 -1.185  0.075
H54 -2.286 0.626 -1.694  0.055
H55 -2.234 0.505 -3.417  0.119
H56 -1.612 -0.950 -2.362  0.082
H57 -4.457 1.170 -0.880  0.057
C28 5.440 -4.886 0.851  -0.103
C29 6.246 -3.689 0.643  -0.348
O4 5.651 -2.569 1.289  -0.084
H58 5.624 -5.801 0.281  0.083
H59 4.432 -4.469 0.671  0.075
H60 5.487 -5.217 1.897  0.082
H61 6.330 -3.581 -0.496  0.126
H62 7.286 -3.705 1.097  0.133
H63 6.239 -1.851 1.219  0.004
C30 8.457 1.726 1.973  -0.064
C31 7.543 0.480 2.245  -0.267
O5 6.726 -0.008 1.149  -0.127
H64 9.085 1.561 1.123  0.060
H65 8.975 1.901 2.913  0.072
H66 7.814 2.602 1.700  0.063
H67 6.922 0.766 3.132  0.102
H68 8.087 -0.327 2.640  0.085
H69 6.342 0.736 0.599  0.047
C32 3.383 -1.496 -1.184  -0.075
C33 4.748 -1.210 -1.697  -0.302
O6 4.790 -0.022 -2.479  -0.083
H70 2.720 -1.830 -1.962  0.060
H71 2.993 -0.637 -0.604  0.074
H72 3.330 -2.419 -0.558  0.082
H73 4.971 -2.052 -2.407  0.128
H74 5.529 -1.196 -0.929  0.095
H75 4.952 0.704 -1.861  0.050
C34 2.571 -0.591 -7.293  -0.085
C35 3.697 -0.601 -6.248  -0.317
O7 3.753 0.561 -5.415  -0.104
H76 2.847 -1.371 -8.045  0.088
H77 2.513 0.391 -7.771  0.071
H78 1.620 -0.717 -6.869  0.045
H79 4.698 -0.746 -6.692  0.113
H80 3.410 -1.452 -5.648  0.095
H81 4.276 0.348 -4.617  0.054
C36 0.047 -3.499 -2.633  -0.073
C37 -0.639 -4.377 -1.578  -0.298
O8 -1.437 -3.588 -0.726  -0.117
H82 0.171 -2.472 -2.313  0.043
H83 -0.686 -3.427 -3.532  0.105
H84 0.953 -4.001 -2.896  0.058
H85 0.030 -5.033 -0.978  0.096
H86 -1.346 -5.059 -2.116  0.122
H87 -0.934 -2.925 -0.212  0.068
C38 4.571 3.137 3.086  -0.063
C39 3.230 2.915 2.351  -0.259
O9 3.345 1.806 1.467  -0.102
H88 4.592 4.021 3.686  0.060
H89 5.385 3.135 2.378  0.040
H90 4.868 2.315 3.822  0.097
H91 2.845 3.767 1.745  0.119
H92 2.499 2.644 3.115  0.107
H93 3.369 1.016 1.983  0.046
C40 -0.884 -4.722 5.554  -0.076
C41 -1.689 -3.839 4.622  -0.359
O10 -1.339 -4.046 3.310  -0.087
H94 -1.312 -5.764 5.489  0.086
H95 -0.987 -4.334 6.608  0.087
H96 0.205 -4.772 5.243  0.090
H97 -1.596 -2.817 4.897  0.081
H98 -2.810 -3.914 4.714  0.132
H99 -2.139 -3.911 2.775  0.064
C42 2.145 -0.969 4.373  -0.059
C43 3.179 -1.414 3.328  -0.298
O11 2.786 -0.965 2.052  -0.093
H100 1.676 0.023 4.327  0.063
H101 2.605 -1.023 5.346  0.063
H102 1.230 -1.611 4.363  0.077
H103 3.152 -2.505 3.336  0.105
H104 4.206 -1.182 3.541  0.102
H105 3.338 -1.556 1.537  0.052
C44 -5.416 -4.445 0.075  -0.080
C45 -4.222 -4.806 1.003  -0.280
O12 -3.410 -3.714 1.431  -0.128
H106 -6.192 -5.232 -0.092  0.083
H107 -5.150 -4.139 -0.958  0.062
H108 -5.879 -3.597 0.551  0.058
H109 -3.593 -5.624 0.627  0.108
H110 -4.686 -5.264 1.915  0.120
H111 -2.850 -3.385 0.687  0.067
C46 6.105 3.034 -0.645  -0.109
O13 5.483 1.853 -0.233  -0.178
H112 7.145 2.673 -0.748  0.098
H113 5.624 3.361 -1.602  0.085
H114 6.113 3.779 0.129  0.075
H115 4.608 1.986 0.172  0.063
C47 1.157 -5.205 1.688  -0.162
O14 1.167 -3.940 2.280  -0.142
H116 0.228 -5.730 1.679  0.074
H117 1.550 -5.150 0.666  0.069
H118 1.821 -5.807 2.286  0.074
H119 0.294 -3.915 2.723  0.035
C48 -0.009 -0.415 0.620  -0.173
O15 -0.258 -1.610 1.284  -0.134
H120 -0.993 0.039 0.460  0.078
H121 0.751 0.172 1.189  0.087
H122 0.395 -0.555 -0.385  0.054
H123 0.600 -2.066 1.443  0.065

ORCA calculation (wB97M-V/def2-TZVPD) on C5H8O2 in the gas phase.

max |F|	0.52	eV Å⁻¹
ΔE to the lowest compared entry with this formula, charge and spin	89.8	kcal per mole
LUMO energy	-0.39	eV

Last column: Löwdin charge in e.
CARTESIAN COORDINATES (ANGSTROEM)
C1 -0.068 2.213 -0.445  -0.060
C2 -0.912 -0.700 -0.125  0.005
C3 -0.998 -1.835 0.811  -0.145
C4 0.461 -0.560 -0.694  -0.159
C5 1.219 0.319 0.333  -0.500
O1 2.044 -0.156 1.067  0.123
O2 0.928 1.622 0.395  -0.018
H1 0.359 2.451 -1.424  0.097
H2 -0.936 1.554 -0.543  0.060
H3 -0.360 3.136 0.057  0.097
H4 -0.057 -2.247 1.207  0.083
H5 -1.729 -1.661 1.607  0.075
H6 -1.460 -2.607 0.165  0.108
H7 1.052 -1.483 -0.751  0.123
H8 0.456 -0.043 -1.662  0.111

no.,HOMO-LUMO gap (eV)
1,9.17
2,7.01
3,8.66
4,10.05
5,8.48
6,8.32